[1]
{"formula": "C17H19N3O2S", "method": "ωB97M-V/def2-TZVPD", "symbols": ["S", "O", "O", "N", "N", "N", "C", "C", "C", "C", "C", "C", "C", "C", "C", "C", "C", "C", "C", "C", "C", "C", "C", "H", "H", "H", "H", "H", "H", "H", "H", "H", "H", "H", "H", "H", "H", "H", "H", "H", "H", "H"], "coordinates": [[1.8809, 2.2291, -4.4833], [3.8223, 2.1196, -1.0435], [-1.5819, -0.8941, 5.0341], [1.7797, 1.3552, -1.5505], [-1.4515, -2.1317, 2.6941], [0.7676, 1.2191, -2.4209], [4.2003, 3.0667, -3.7610], [-0.8009, -2.0633, 5.0524], [-1.8414, 0.0864, -0.2289], [0.0223, -1.6266, 0.8651], [-2.7515, -2.1612, 3.3151], [-2.8425, -1.0981, 4.4250], [-0.6199, -0.0810, -0.8796], [-1.3760, 0.6362, -3.2023], [-0.3219, 0.6173, -2.1397], [3.0914, 2.4293, -3.2640], [0.3026, -0.9596, -0.3062], [4.0812, 3.3953, -5.1213], [-0.3848, -2.4617, 3.6205], [2.9519, 1.9790, -1.8854], [-2.1200, -0.5615, 0.9543], [-1.1920, -1.4329, 1.5396], [2.8857, 3.0027, -5.6407], [-2.2087, 1.2680, -2.8968], [-1.7592, -0.3681, -3.3720], [0.5100, -1.9015, 3.3452], [5.0582, 3.2796, -3.1494], [-0.9532, 1.0335, -4.1198], [0.7455, -2.3290, 1.2489], [1.6888, 1.0516, -0.5802], [-0.1568, -3.5363, 3.5858], [0.0814, -1.8274, 5.6492], [-2.8828, -3.1604, 3.7479], [2.5346, 3.1293, -6.6463], [-3.0667, -0.3666, 1.4329], [1.2334, -1.1675, -0.8157], [4.8468, 3.8983, -5.6846], [-1.3465, -2.8812, 5.5449], [-3.1335, -0.1252, 4.0216], [-3.5351, -2.0194, 2.5731], [-2.5755, 0.7646, -0.6378], [-3.5820, -1.4062, 5.1804]], "mulliken_charge": [-0.007, -0.674, -0.414, 0.102, 0.052, -0.541, -0.499, -0.497, -1.244, -0.254, -1.113, -0.303, 0.468, -1.281, 0.221, 0.192, -0.789, -0.506, -0.894, 0.350, -0.446, 1.323, -0.281, 0.296, 0.358, 0.576, 0.479, 0.256, 0.493, 0.320, 0.273, 0.348, 0.356, 0.424, 0.259, 0.534, 0.392, 0.316, 0.315, 0.424, 0.291, 0.322], "relative_energy_kcal_mol": 72.6, "homo_energy_ev": -7.847, "smiles": "C/C(=N/NC(=O)c1cccs1)c1ccc(N2CCOCC2)cc1", "homo_lumo_gap_ev": 8.407}



[2]
{"formula": "C6H10O", "method": "ωB97M-V/def2-TZVPD", "symbols": ["O", "C", "C", "C", "C", "C", "C", "H", "H", "H", "H", "H", "H", "H", "H", "H", "H"], "coordinates": [[1.1280, 1.1484, 1.8042], [-0.5500, 1.5290, 0.0742], [0.0507, -2.8861, 1.1564], [0.1393, 1.9599, 1.1266], [1.1202, -2.7062, -1.2705], [-1.5136, 2.4922, -0.6612], [0.4775, -2.6853, 0.0632], [-2.6067, 2.2177, -0.7467], [0.3467, 2.9937, 1.5469], [-0.3284, -2.9757, 2.0934], [-0.3899, 0.4654, -0.3283], [-1.5076, 3.4295, -0.2833], [0.7905, -1.6902, -1.6681], [0.8279, -3.5846, -1.8835], [1.0694, 0.1901, 1.9433], [-1.1758, 2.6906, -1.7187], [2.1218, -2.5883, -1.2479]], "mulliken_charge": [-0.530, 0.179, -0.143, -0.105, -1.030, -1.157, -0.083, 0.260, 0.263, 0.446, 0.128, 0.384, 0.247, 0.261, 0.295, 0.262, 0.324], "relative_energy_kcal_mol": 82.4, "homo_energy_ev": -8.872, "smiles": "C/C=C/O.C#CC", "homo_lumo_gap_ev": 9.775}



[3]
{"formula": "C35H42As2IrN3O10", "method": "ωB97M-V/def2-TZVPD", "symbols": ["Ir", "As", "As", "O", "O", "O", "O", "O", "O", "O", "O", "O", "O", "N", "N", "N", "C", "C", "C", "C", "C", "C", "C", "C", "C", "C", "C", "C", "C", "C", "C", "C", "C", "C", "C", "C", "C", "C", "C", "C", "C", "C", "C", "C", "C", "C", "C", "C", "C", "C", "C", "H", "H", "H", "H", "H", "H", "H", "H", "H", "H", "H", "H", "H", "H", "H", "H", "H", "H", "H", "H", "H", "H", "H", "H", "H", "H", "H", "H", "H", "H", "H", "H", "H", "H", "H", "H", "H", "H", "H", "H", "H", "H"], "coordinates": [[-0.3302, -0.2104, -0.1492], [-1.0766, 1.2742, 4.2762], [-2.2424, -0.0194, 1.2579], [0.7824, 0.4630, -6.9693], [5.4113, 1.3727, -3.6083], [0.0433, 3.3782, 2.0383], [-4.4699, 1.8630, 0.1560], [-0.7099, -2.2111, 2.9646], [1.3371, -1.3279, 3.3038], [-5.3504, 1.9936, 2.1903], [-0.1437, 2.0205, 0.2840], [-3.5593, 2.4331, 5.3152], [-3.9013, 4.0795, 3.8910], [2.4912, -3.8930, -0.4336], [1.6299, -0.0029, -0.7842], [-0.5398, -0.0574, -2.2574], [0.2693, 4.4912, 1.1356], [-0.7236, -2.2205, -0.3430], [1.6382, -2.3977, 4.2396], [0.6060, 0.1759, -2.9272], [5.4996, 1.1154, -2.2295], [4.1395, 0.7335, -1.7238], [1.5337, -3.2019, 0.4269], [-3.0282, 1.5642, 2.0862], [-0.5415, 0.2878, -6.5286], [2.6226, -3.2710, -1.7423], [-2.4817, -3.8256, -0.9447], [-0.1326, 2.2046, 1.5014], [-4.3851, 1.8771, 1.5031], [-1.6175, -4.8853, -0.7138], [-0.2558, 1.0782, 2.4825], [-3.4400, 2.4683, -0.6433], [3.0521, 0.6560, -2.5783], [1.8122, 0.2824, -2.0854], [0.1254, -1.3735, 2.7643], [-2.6219, 2.0240, 3.2739], [3.7872, -4.0219, 0.2187], [0.6370, 0.2961, -4.3057], [-1.6725, -0.1836, -2.9602], [-0.0683, -0.1569, 1.9008], [-3.4221, 2.8970, 4.2153], [3.9334, 0.4422, -0.3775], [-0.3451, 2.9208, 5.0181], [-3.2939, -1.3245, 2.1868], [0.1232, -3.3010, -0.0956], [-1.7117, -0.0824, -4.3324], [-0.3350, -4.6080, -0.2885], [-2.0322, -2.5300, -0.7620], [-3.6129, 4.7493, 2.6619], [-0.5371, 0.1653, -5.0326], [2.6782, 0.0872, 0.0530], [6.2827, 1.5853, -3.9570], [4.4671, -4.5831, -0.4207], [-1.1775, 1.1383, -6.8019], [4.7435, 0.4884, 0.3389], [1.5592, 0.4811, -4.8331], [1.5210, -3.3603, 3.7495], [3.2308, -3.9030, -2.3886], [-3.0398, -2.3206, 1.8416], [-3.1306, -1.2151, 3.2583], [-3.2663, 5.7480, 2.9151], [2.4887, -0.1396, 1.0927], [-2.6577, 2.9124, -0.0274], [2.6655, -2.2338, 4.5435], [1.8333, -2.1590, 0.5991], [-2.8419, 4.2340, 2.0877], [-3.5028, -4.0013, -1.2589], [-4.5341, 4.8138, 2.0872], [0.3591, -5.4178, -0.1003], [0.7219, 2.7736, 5.1777], [0.4258, 5.3508, 1.7766], [-0.9983, -0.6146, -6.9503], [0.9658, -2.3378, 5.0915], [4.2388, -3.0336, 0.4210], [3.6793, -4.5547, 1.1633], [-0.6013, 4.6326, 0.4988], [-2.6568, -0.2030, -4.8458], [-4.3277, -1.0520, 1.9461], [3.1889, 0.8910, -3.6220], [-3.0007, 1.7186, -1.2998], [-3.9136, 3.2428, -1.2413], [3.1177, -2.2874, -1.6691], [6.1908, 0.2933, -2.0087], [1.1465, 4.2960, 0.5241], [-0.8319, 3.0541, 5.9826], [0.7951, 0.5659, -7.9260], [-1.9441, -5.9071, -0.8487], [-0.5099, 3.7883, 4.3886], [-2.5682, -0.3790, -2.3947], [5.8441, 1.9936, -1.6705], [-2.7482, -1.7365, -0.9466], [1.5763, -3.7012, 1.3980], [1.6396, -3.1493, -2.1995]], "mulliken_charge": [-0.156, 0.289, 0.967, -0.494, -0.501, -0.242, -0.397, -0.497, -0.204, -0.461, -0.509, -0.543, -0.355, 0.033, 0.118, 0.258, -0.741, 1.286, -0.728, 0.860, -0.586, -0.059, 0.009, -0.249, -0.601, -0.798, -1.239, 0.900, 0.004, -1.043, -0.187, -0.104, -0.686, 0.392, -0.097, 0.802, -0.983, -0.855, 0.113, 0.255, 0.021, -1.554, -1.154, -1.310, 0.348, -1.616, -0.834, 0.375, -0.273, 0.198, 0.063, 0.332, 0.352, 0.355, 0.574, 0.723, 0.312, 0.484, 0.413, 0.381, 0.328, 0.361, 0.067, 0.282, -0.197, -0.031, 0.505, 0.278, 0.547, 0.439, 0.282, 0.362, 0.316, 0.260, 0.319, 0.343, 0.497, 0.651, 0.725, -0.072, 0.440, 0.171, 0.356, 0.288, 0.420, 0.330, 0.437, 0.315, 0.632, 0.356, 0.233, 0.374, 0.228], "charge": 2, "relative_energy_kcal_mol": 0.0, "homo_energy_ev": -12.817, "homo_lumo_gap_ev": 5.398}